Entry 1:
{
  "formula": "C6H15NO2",
  "method": "the ωB97M-V functional and the def2-TZVPD basis",
  "lumo_ev": 0.9,
  "charge": 0,
  "homo_ev": -9.1551,
  "smiles": "C[C@H](N)[C@H](O)C[C@@H](C)O",
  "energy_ha": -442.81901,
  "orbital_gap_ha": 0.3685,
  "species": ["C", "C", "N", "C", "O", "C", "C", "C", "O", "H", "H", "H", "H", "H", "H", "H", "H", "H", "H", "H", "H", "H", "H", "H"],
  "xyz": [[-1.90264, 0.99116, 0.68111], [-0.42275, 1.33350, 0.87200], [0.20823, 1.98532, -0.25987], [0.41703, 0.14534, 1.39212], [1.76779, 0.47965, 1.38520], [0.19524, -1.26130, 0.64242], [0.77269, -1.41946, -0.75403], [-0.22129, -1.27419, -1.89177], [1.89066, -0.41072, -1.01871], [-2.04394, 0.30554, -0.14867], [-2.30973, 0.55294, 1.59076], [-2.46142, 1.90029, 0.46315], [-0.37555, 2.07312, 1.68807], [0.66728, 1.38420, -0.93780], [-0.43562, 2.48825, -0.86142], [0.10428, -0.06447, 2.42731], [1.93185, 0.91850, 0.46288], [-0.87308, -1.47044, 0.63880], [0.69004, -1.96815, 1.30798], [1.25417, -2.40655, -0.82888], [-1.01330, -2.01559, -1.78319], [-0.68468, -0.28960, -1.90205], [0.28878, -1.43906, -2.83754], [2.55596, -0.53827, -0.32787]],
  "forces_ev_per_angstrom": [[0.41, 0.13, -0.04], [-0.28, 0.05, 0.69], [0.22, 0.21, -1.27], [-0.96, -1.10, -1.20], [1.14, 1.33, -1.55], [0.31, 1.35, 0.87], [1.49, 0.90, -0.48], [0.29, 0.03, 0.19], [-1.27, -1.39, -0.28], [-0.08, -0.15, -0.09], [-0.10, -0.08, 0.05], [-0.06, 0.05, 0.02], [-0.04, -0.16, -0.06], [0.04, -0.52, 0.40], [-0.25, 0.27, 0.55], [0.18, 0.25, -0.22], [-0.50, -0.85, 2.67], [-0.04, -0.20, 0.01], [-0.11, -0.13, 0.02], [-0.18, 0.24, -0.04], [0.02, -0.05, 0.01], [0.03, 0.09, 0.00], [-0.04, 0.03, -0.10], [-0.18, -0.30, -0.16]],
  "nbo_charge": [-0.6225, -0.0757, -0.8719, 0.1268, -0.7426, -0.4745, 0.1025, -0.6309, -0.7722, 0.1995, 0.2109, 0.2111, 0.1847, 0.3786, 0.3646, 0.1821, 0.4953, 0.2140, 0.2151, 0.1768, 0.2154, 0.2075, 0.2244, 0.4809]
}

Entry 2:
{
  "formula": "C3H8IN",
  "method": "the ωB97M-V functional and the def2-TZVPD basis",
  "lumo_ev": [-1.0, -1.6],
  "charge": 0,
  "homo_ev": [-8.5156, -8.9023],
  "smiles": "CCN(C)I",
  "energy_ha": -471.44454,
  "orbital_gap_ha": [0.2758, 0.2681],
  "species": ["C", "C", "N", "C", "I", "H", "H", "H", "H", "H", "H", "H", "H"],
  "xyz": [[0.45570, 1.49807, 0.35353], [0.18887, 0.52704, -0.73885], [-0.47517, -0.62067, -0.47376], [-0.00788, -1.75174, 0.23420], [-2.90260, 0.04953, 0.26383], [1.08168, 2.36114, -0.00733], [-0.55902, 1.89149, 0.62539], [0.82172, 1.04902, 1.33984], [-0.28362, 0.96331, -1.61106], [1.15644, 0.17929, -1.10874], [0.71017, -1.35782, 0.98138], [-0.85452, -2.37042, 0.45063], [0.66822, -2.41822, -0.30907]],
  "forces_ev_per_angstrom": [[-0.79, 1.49, 2.01], [2.16, 0.66, -1.07], [-3.78, -2.50, -0.99], [1.76, 1.31, 0.60], [1.00, -0.30, -0.17], [-0.46, -0.98, 0.56], [0.87, 0.07, -0.11], [-0.03, 0.50, -1.58], [-0.18, 0.69, 0.01], [0.57, -0.15, -0.22], [-0.82, -0.89, 0.96], [-0.20, -0.18, 1.05], [-0.09, 0.28, -1.05]],
  "nbo_charge": [-0.6311, -0.2884, -0.2438, -0.4783, -0.1012, 0.2260, 0.2281, 0.2156, 0.2077, 0.2129, 0.1852, 0.2408, 0.2264]
}

Entry 3:
{
  "formula": "C3H6O2S2",
  "method": "the ωB97M-V functional and the def2-TZVPD basis",
  "lumo_ev": 0.5,
  "charge": 0,
  "homo_ev": -9.2062,
  "smiles": "O=C(O)CCSS",
  "energy_ha": -1064.77376,
  "orbital_gap_ha": 0.3571,
  "species": ["O", "C", "O", "C", "C", "S", "S", "H", "H", "H", "H", "H", "H"],
  "xyz": [[-0.59931, -2.39668, -0.63944], [-1.09448, -1.38275, -0.24508], [-2.43065, -1.15649, -0.39548], [-0.41264, -0.04964, 0.01047], [1.10660, -0.14192, 0.02186], [1.80481, 1.38627, -0.74604], [1.10296, 3.00436, 0.31654], [-2.91554, -1.99395, -0.41063], [-0.70267, 0.20683, 1.02796], [-0.88862, 0.62754, -0.69001], [1.47585, -0.18833, 1.03446], [1.57058, -0.88735, -0.61511], [1.98311, 2.97212, 1.33052]],
  "forces_ev_per_angstrom": [[0.51, -0.61, 0.92], [-0.52, 0.84, -2.42], [-0.27, 0.05, 1.11], [-0.01, -1.71, 1.25], [-0.15, 1.85, -0.70], [0.31, -0.04, 0.03], [-0.08, -0.42, 0.02], [0.26, -0.06, -0.28], [-0.33, 0.52, -0.09], [0.32, 0.29, -0.06], [0.21, -0.34, 0.17], [-0.29, -0.42, 0.05], [0.04, 0.05, 0.00]],
  "nbo_charge": [-0.5771, 0.7955, -0.7025, -0.5371, -0.5094, 0.0793, -0.1364, 0.4956, 0.2415, 0.2580, 0.2208, 0.2490, 0.1227]
}

Entry 4:
{
  "formula": "C4H12N2O2",
  "method": "the ωB97M-V functional and the def2-TZVPD basis",
  "lumo_ev": 0.9,
  "charge": 0,
  "homo_ev": -8.8208,
  "smiles": "CC(C)[C@@](N)(O)ON",
  "energy_ha": -419.49393,
  "orbital_gap_ha": 0.3573,
  "species": ["C", "C", "C", "C", "N", "O", "O", "N", "H", "H", "H", "H", "H", "H", "H", "H", "H", "H", "H", "H"],
  "xyz": [[2.07941, 0.05132, -0.63600], [0.69002, -0.51107, 0.28397], [0.73371, 0.19772, 1.61816], [-0.33255, -0.09621, -0.69523], [-0.62086, 1.25968, -0.78317], [-0.35478, -0.71204, -1.93164], [-1.46146, -0.90646, 0.35389], [-2.63406, -0.09736, 0.46322], [2.05674, -0.18997, -1.69579], [2.91979, -0.45974, -0.17203], [2.17925, 1.12116, -0.47825], [0.80233, -1.59188, 0.33715], [1.73019, 0.10764, 2.04817], [-0.01370, -0.23375, 2.27833], [0.52249, 1.25842, 1.50944], [-0.39914, 1.63002, -1.69726], [-1.59881, 1.41620, -0.52234], [-0.09376, -1.63666, -1.84946], [-3.40158, -0.66893, 0.11278], [-2.80321, 0.06191, 1.45606]],
  "forces_ev_per_angstrom": [[-1.10, -1.27, 2.16], [4.79, 1.88, -3.13], [-0.21, -0.22, -0.18], [-2.12, -2.31, 2.03], [-0.28, 0.25, 0.19], [-0.13, 0.34, 0.60], [-0.85, 2.04, -1.83], [0.04, -0.56, -0.11], [-0.24, -0.05, 0.08], [0.29, 0.13, -0.10], [-0.09, 0.06, -0.02], [-0.23, 0.00, 0.09], [-0.02, -0.13, 0.13], [0.08, -0.01, 0.21], [-0.05, 0.06, -0.16], [-0.26, -0.14, -0.06], [0.09, -0.07, -0.05], [0.04, 0.01, 0.17], [0.07, 0.13, 0.08], [0.16, -0.15, -0.12]],
  "nbo_charge": [-0.6416, -0.2286, -0.6178, 0.7061, -0.9031, -0.7006, -0.5173, -0.5613, 0.2081, 0.2020, 0.2087, 0.2155, 0.2092, 0.2198, 0.2274, 0.3886, 0.4191, 0.4851, 0.3415, 0.3394]
}

Entry 5:
{
  "formula": "C8H11O",
  "method": "the ωB97M-V functional and the def2-TZVPD basis",
  "lumo_ev": [-5.3, -4.5],
  "charge": 1,
  "homo_ev": [-12.4086, -13.4307],
  "energy_ha": -386.14281,
  "orbital_gap_ha": [0.2614, 0.3291],
  "species": ["C", "C", "C", "C", "C", "C", "C", "C", "O", "H", "H", "H", "H", "H", "H", "H", "H", "H", "H", "H"],
  "xyz": [[0.91316, 1.14668, -0.92155], [0.77788, -1.41585, -0.58317], [1.63356, -0.14069, -0.59666], [1.58966, -0.16462, 0.94500], [0.29262, 0.19526, 1.26502], [-0.26934, 1.09289, 0.07616], [-0.40835, -0.93372, 0.41326], [-2.60576, -0.12158, 0.13007], [-1.24949, -0.06919, -0.46882], [1.54417, 1.83027, -0.57993], [0.53232, 1.21597, -1.89678], [0.31227, -1.57851, -1.51003], [1.40963, -2.18623, -0.20551], [2.69882, -0.27338, -0.98156], [2.60512, -0.44525, 1.38977], [-0.13717, 0.20978, 2.22010], [-0.86235, 1.94396, 0.37724], [-2.96475, -1.10368, -0.00721], [-2.73840, 0.05068, 1.15880], [-3.07359, 0.74723, -0.22420]],
  "forces_ev_per_angstrom": [[-3.42, -3.68, 0.59], [-1.19, 1.98, 0.26], [1.41, -1.47, 1.02], [4.44, 1.16, -0.85], [-1.73, -0.30, -0.39], [0.65, -1.49, 0.27], [2.12, -1.82, -1.27], [0.63, 0.84, -0.41], [0.11, 1.23, 1.54], [2.41, 3.82, 0.84], [-0.09, 0.56, -1.46], [-0.46, -0.99, -1.29], [-0.06, -1.08, 0.21], [-1.62, 0.33, 0.21], [-2.26, 0.25, 0.37], [-0.14, 0.73, 1.41], [-0.20, 0.15, -0.29], [-0.66, -0.77, -1.05], [1.34, 0.04, 1.90], [-1.29, 0.53, -1.62]],
  "nbo_charge": [-0.4276, -0.4842, -0.2662, -0.0006, -0.4158, 0.1867, 0.3221, -0.2530, -0.3951, 0.2462, 0.2504, 0.2390, 0.2591, 0.2581, 0.2778, 0.2732, 0.2540, 0.2417, 0.2147, 0.2194]
}

Entry 6:
{
  "formula": "C15H33N3O6",
  "method": "the ωB97M-V functional and the def2-TZVPD basis",
  "lumo_ev": -0.9,
  "charge": 0,
  "homo_ev": -6.4533,
  "energy_ha": -1206.72827,
  "orbital_gap_ha": 0.2052,
  "species": ["C", "C", "O", "O", "C", "C", "N", "C", "C", "C", "C", "N", "O", "C", "C", "C", "C", "C", "C", "C", "H", "H", "H", "H", "H", "H", "H", "H", "H", "H", "H", "H", "H", "H", "H", "H", "H", "H", "H", "H", "H", "H", "H", "H", "H", "H", "H", "H", "H", "H", "H", "H", "H", "N", "O", "O", "O"],
  "xyz": [[4.40751, -0.23314, 0.13524], [4.49852, 0.93449, -0.83050], [5.50682, 1.39911, -1.11994], [3.35497, 1.43660, -1.43012], [2.30841, 1.73667, -0.47835], [1.24583, 2.51749, -1.25130], [-0.11234, 1.90023, -1.35175], [-0.67327, 1.37046, -0.06489], [-0.70304, 2.50509, 0.97548], [-1.58995, 2.19253, 2.21342], [-2.09825, 0.73739, 2.30780], [-3.34801, 0.55617, 1.52456], [-0.27731, 1.06186, -2.44659], [0.19552, -0.27933, -2.24814], [-0.96397, -1.32303, -2.12592], [-1.05309, -2.26779, -3.34863], [-0.99560, -2.05040, -0.76816], [-0.04670, -3.27225, -0.62933], [0.22240, -3.46058, 0.89355], [1.33313, -3.10337, -1.29316], [5.41345, -0.52327, 0.42525], [3.83997, 0.06874, 1.02203], [3.91738, -1.10517, -0.30976], [1.98268, 0.80250, -0.01157], [2.77418, 2.36284, 0.29083], [1.60038, 2.66790, -2.27403], [1.17580, 3.51821, -0.82444], [-0.73013, 2.69082, -1.55892], [-0.08307, 0.55876, 0.35233], [-1.66348, 0.97981, -0.30673], [0.32830, 2.59876, 1.34198], [-0.94701, 3.46407, 0.49684], [-2.46691, 2.84598, 2.21702], [-1.01611, 2.38086, 3.12172], [-2.32017, 0.56496, 3.36693], [-1.33806, -0.01510, 2.03669], [-3.26150, -0.26752, 0.93582], [-3.49118, 1.35929, 0.92118], [0.73943, -0.54708, -3.15780], [0.90502, -0.42230, -1.42983], [-1.87615, -0.71074, -2.16551], [-0.77244, -3.29958, -3.13259], [-0.46452, -1.90067, -4.19492], [-2.08650, -2.27649, -3.70767], [-2.01749, -2.43810, -0.65503], [-0.83909, -1.39254, 0.09274], [-0.55313, -4.19238, -0.92940], [1.15683, -4.00328, 1.07096], [0.35204, -2.49397, 1.39724], [-0.59666, -3.98501, 1.39186], [1.31094, -2.72389, -2.31762], [1.79251, -4.09758, -1.33633], [1.98576, -2.50924, -0.64216], [-3.49741, 2.42164, 4.96111], [-4.15115, 1.38223, 5.14588], [-3.96756, 3.34423, 4.26063], [-2.34653, 2.53416, 5.44202]],
  "forces_ev_per_angstrom": [[-0.68, 0.08, 0.03], [-2.67, -1.95, 0.93], [4.03, 1.89, -1.33], [-0.80, -0.22, 0.63], [0.80, -0.29, -0.51], [0.96, 0.06, -0.14], [-0.13, 0.65, 0.98], [-0.44, 0.31, 0.66], [0.50, -0.33, 0.09], [0.04, -0.60, -0.28], [-0.55, 0.46, 0.38], [0.85, -0.25, -0.27], [0.19, 0.00, -0.15], [0.05, -2.04, -0.46], [-0.13, 0.83, 0.19], [-0.43, 0.20, -0.03], [-0.30, -0.99, -0.59], [0.45, 0.68, 1.37], [0.05, -0.04, -0.10], [-0.27, -0.71, 0.08], [-0.03, 0.18, -0.01], [0.13, -0.21, -0.01], [-0.09, 0.23, -0.03], [-0.33, 0.26, -0.02], [-0.43, 0.02, 0.04], [-0.12, -0.23, 0.06], [-0.56, -0.18, 0.11], [-0.04, -0.20, -0.27], [0.15, 0.01, -0.52], [0.09, 0.13, -0.03], [-0.10, 0.20, -0.14], [-0.20, -0.13, 0.15], [0.11, -0.05, 0.30], [-0.19, 0.30, -0.07], [-0.07, -0.01, -0.15], [-0.03, 0.21, -0.04], [-0.29, 0.08, 0.04], [-0.23, -0.09, 0.10], [0.11, 0.52, 0.05], [-0.13, 0.63, 0.02], [0.17, 0.00, 0.05], [0.08, 0.16, 0.00], [0.07, -0.11, 0.16], [0.10, -0.19, 0.08], [0.12, 0.11, 0.14], [0.03, 0.19, -0.33], [0.15, 0.19, -0.51], [-0.24, -0.20, -0.07], [-0.06, -0.08, -0.12], [0.10, 0.07, -0.01], [0.05, 0.11, 0.17], [0.07, 0.17, -0.06], [-0.11, 0.20, -0.29], [0.06, -0.09, -0.22], [-0.04, -0.08, 0.06], [0.00, 0.12, -0.13], [0.21, -0.01, -0.04]],
  "nbo_charge": [-0.7451, 0.7958, -0.4989, -0.5440, -0.1077, -0.2807, -0.0495, -0.2667, -0.4148, -0.4363, -0.2354, -0.8039, -0.3401, -0.1106, -0.2575, -0.6185, -0.4062, -0.2314, -0.5986, -0.6201, 0.2592, 0.2304, 0.2361, 0.1962, 0.2109, 0.2703, 0.2505, 0.4359, 0.2325, 0.2475, 0.2034, 0.2002, 0.2590, 0.2609, 0.2524, 0.1416, 0.3400, 0.3404, 0.2159, 0.1988, 0.2241, 0.2199, 0.2108, 0.2268, 0.2271, 0.2002, 0.2124, 0.2108, 0.1926, 0.2235, 0.2020, 0.2290, 0.1933, 0.7017, -0.5371, -0.5701, -0.5792]
}